# 1
ORCA calculation (the ωB97M-V functional and the def2-TZVPD basis) on 2 unconnected molecules or ions with the total composition C5H11O3 at a distorted geometry.

Values from the calculation:
charge	-1
HOMO	-4.778	eV
Kohn-Sham gap	8.6	eV

Positions of all 19 atoms, in Å:
O 1.538 -1.069 -1.619
C 0.283 -1.064 -1.435
O -0.605 -1.209 -2.275
C -0.207 -1.002 0.055
C -0.257 0.505 0.433
C -0.739 1.425 -0.791
C -1.304 0.810 1.542
H -1.193 -1.448 0.217
H 0.431 -1.480 0.794
H 0.704 0.924 0.713
H -1.540 0.827 -1.209
H -1.223 2.371 -0.472
H 0.082 1.580 -1.493
H -2.308 0.462 1.251
H -1.086 0.293 2.485
H -1.405 1.891 1.732
H 2.305 -1.307 -0.566
H 3.584 -0.898 0.336
O 2.940 -1.609 0.303

---

# 2
ORCA calculation (the ωB97M-V functional and the def2-TZVPD basis) on a molecular structure, C35H25FI2IrN6O5S2 at a distorted geometry.

Values from the calculation:
spin multiplicity	6
charge	0
HOMO (spin up / spin down)	-5.470 / -8.567	eV
Kohn-Sham gap (spin up / spin down)	5.3 / 5.7	eV

Positions of all 77 atoms, in Å:
Ir 0.575 0.750 0.374
C 2.856 -1.295 -0.086
C 2.740 -1.039 1.385
C 3.573 -1.674 2.295
C 3.414 -1.393 3.648
C 2.429 -0.487 4.060
C 2.236 -0.177 5.419
C 1.247 0.729 5.799
C 0.449 1.326 4.827
C 0.644 1.014 3.478
S -0.356 1.766 2.297
C 1.624 0.113 3.068
N 1.784 -0.164 1.760
H 3.650 -2.013 -0.312
H 3.083 -0.361 -0.609
H 1.913 -1.697 -0.469
H 4.332 -2.373 1.965
H 4.056 -1.880 4.375
H 2.853 -0.638 6.184
H 1.093 0.972 6.845
H -0.324 2.033 5.119
I 1.038 2.075 -4.770
C 1.918 2.779 -2.954
C 2.830 3.827 -3.105
C 3.455 4.355 -1.983
I 4.811 5.933 -2.337
C 3.175 3.840 -0.700
C 3.757 4.305 0.505
C 3.420 3.736 1.726
C 2.505 2.709 1.716
N 1.928 2.234 0.599
C 2.242 2.773 -0.589
C 1.588 2.212 -1.697
O 0.758 1.253 -1.530
H 3.041 4.219 -4.094
H 4.478 5.115 0.507
H 3.858 4.083 2.652
H 2.193 2.215 2.630
S -4.962 -0.527 -2.772
C -3.577 -0.070 -1.746
C -3.132 -0.927 -0.742
C -2.050 -0.530 0.023
N -1.396 0.638 -0.150
C -1.842 1.445 -1.136
C -2.915 1.138 -1.955
C -6.301 0.154 -1.812
C -6.730 1.461 -2.031
C -7.779 1.940 -1.265
N -8.414 1.213 -0.322
C -7.983 -0.053 -0.138
C -6.944 -0.624 -0.852
H -3.610 -1.882 -0.555
H -1.666 -1.161 0.820
H -1.294 2.375 -1.256
H -3.221 1.828 -2.733
H -6.266 2.096 -2.777
H -8.149 2.953 -1.395
H -8.515 -0.617 0.623
H -6.651 -1.650 -0.659
F 3.640 -4.096 -2.755
C 2.317 -4.094 -2.509
C 1.803 -3.750 -1.330
N 0.439 -3.770 -1.097
C -0.057 -3.287 0.209
C -0.088 -1.754 0.415
O -0.752 -1.374 1.425
O 0.591 -1.061 -0.397
C -0.472 -4.085 -2.097
O -1.694 -4.125 -1.966
N 0.080 -4.426 -3.310
C 1.415 -4.498 -3.603
O 1.827 -4.888 -4.693
H 2.439 -3.420 -0.515
H 0.570 -3.728 0.994
H -1.074 -3.669 0.361
H -0.572 -4.678 -4.033
H 2.120 0.327 -0.267

---

# 3
ORCA calculation (the ωB97M-V functional and the def2-TZVPD basis) on a molecular structure, C48H36Cl3F8GeI2N2O3Ti at a distorted geometry.

Values from the calculation:
spin multiplicity	4
charge	-2
HOMO (spin up / spin down)	-0.179 / -4.073	eV
Kohn-Sham gap (spin up / spin down)	3.8 / 5.5	eV

Positions of all 104 atoms, in Å:
Ti -0.019 -0.587 0.639
O -1.207 -0.580 -0.912
C -2.586 -0.464 -1.007
C -3.241 -0.222 0.388
C -2.871 1.049 1.039
C -3.793 2.059 1.300
C -3.330 3.178 1.952
C -2.017 3.270 2.232
C -1.133 2.231 1.949
C 0.338 2.346 2.317
C 1.212 2.238 0.984
O 1.046 1.002 0.467
C 0.872 3.343 -0.043
C 0.144 4.479 0.176
C 0.013 5.390 -0.889
C 0.650 5.315 -2.097
C 1.410 4.117 -2.304
C 1.507 3.183 -1.257
C 2.636 2.475 1.421
C 3.565 1.440 1.173
C 4.809 1.436 1.746
C 5.138 2.567 2.542
C 4.311 3.646 2.672
C 3.021 3.617 2.126
N -1.557 1.097 1.372
C -3.101 -1.781 -1.705
C -4.366 -2.345 -1.481
C -4.761 -3.567 -2.071
C -3.898 -4.230 -2.929
C -2.590 -3.728 -3.076
C -2.240 -2.520 -2.487
C -2.887 0.738 -1.858
C -1.818 1.574 -2.236
C -2.073 2.750 -2.935
C -3.355 3.155 -3.167
C -4.452 2.362 -2.771
C -4.211 1.120 -2.151
H -4.284 -0.191 0.334
H -2.893 -1.060 0.987
H -4.785 2.066 0.874
H -4.075 3.937 2.172
H -1.649 4.211 2.743
H 0.509 3.295 2.825
H 0.624 1.475 2.906
H -0.208 4.736 1.163
H -0.624 6.282 -0.666
H 0.479 6.063 -2.842
H 1.889 3.923 -3.272
H 1.888 2.219 -1.527
H 3.278 0.620 0.485
H 5.468 0.650 1.507
H 6.127 2.581 2.972
H 4.585 4.602 3.206
H 2.270 4.416 2.252
H -5.063 -1.851 -0.856
H -5.756 -3.908 -1.771
H -4.251 -5.167 -3.377
H -1.884 -4.212 -3.740
H -1.139 -2.256 -2.483
H -0.808 1.223 -2.083
H -1.206 3.272 -3.302
H -3.535 3.976 -3.796
H -5.452 2.712 -2.983
H -5.025 0.513 -1.836
F 3.348 -2.573 -3.325
C 3.184 -2.374 -1.993
C 1.935 -2.037 -1.567
C 1.759 -1.726 -0.209
C 2.858 -1.778 0.643
C 4.144 -2.001 0.105
F 5.246 -1.777 0.815
C 4.337 -2.355 -1.211
C 2.662 -1.548 2.110
C 3.633 -1.795 3.094
C 3.306 -1.545 4.469
C 2.077 -1.034 4.827
C 1.153 -0.816 3.782
N 1.424 -1.027 2.524
H 1.139 -2.017 -2.262
H 5.305 -2.429 -1.693
H 4.618 -2.179 2.886
H 4.058 -1.712 5.204
H 1.789 -0.843 5.868
H 0.181 -0.432 3.965
I 1.887 0.002 -6.605
I 3.478 3.007 -6.317
C 0.468 -3.897 2.375
C -0.960 -3.275 2.164
O -0.924 -2.039 1.697
C -1.630 -3.376 3.537
F -0.986 -2.610 4.397
F -1.499 -4.630 4.006
F -2.969 -3.047 3.681
C -1.811 -4.229 1.223
F -1.867 -5.514 1.764
F -3.116 -3.886 1.188
F -1.391 -4.237 -0.018
H 0.969 -3.597 1.455
H 0.490 -4.988 2.478
H 0.902 -3.408 3.259
Cl 0.685 -2.608 -8.522
Ge 1.822 -2.495 -6.649
Cl 3.876 -2.980 -7.027
Cl 0.776 -3.480 -5.134